No. 1
{
  "formula": "C3H6N2S2",
  "method": "wB97M-V/def2-TZVPD",
  "elements": ["C", "C", "C", "H", "H", "H", "H", "H", "H", "N", "N", "S", "S"],
  "positions_angstrom": [[-1.07, -0.20, 0.02], [0.02, 0.26, 1.03], [1.27, 0.19, 0.13], [-1.13, 1.67, -0.78], [-2.19, 0.43, -1.19], [-0.58, -2.22, -0.18], [-0.15, -0.65, 1.65], [-0.28, 1.27, 1.36], [3.39, -0.69, -0.66], [-1.69, 0.89, -0.52], [-1.35, -1.39, -0.36], [2.11, -1.31, -0.24], [1.64, 1.74, -0.26]],
  "multiplicity": 1,
  "homo_ev": -8.781,
  "energy_ev": -27856.6648,
  "charge": 0,
  "lumo_ha": -0.02465
}

***

No. 2
{
  "formula": "C2H6NO3PS",
  "method": "wB97M-V/def2-TZVPD",
  "elements": ["C", "C", "P", "S", "H", "H", "H", "H", "H", "H", "N", "O", "O", "O"],
  "positions_angstrom": [[-2.02, -0.31, 0.33], [-1.86, 0.39, -0.80], [-0.45, 1.47, -0.83], [1.10, 0.41, -1.58], [-2.24, -1.38, 0.33], [-1.86, 0.19, 1.28], [-2.49, 0.32, -1.68], [-0.62, 2.63, -1.59], [-0.23, 1.84, 0.50], [1.02, -0.61, -0.62], [2.44, -1.24, 1.18], [3.14, -1.61, 0.22], [1.17, -1.34, 1.07], [2.92, -0.76, 2.20]],
  "multiplicity": 1,
  "homo_ev": -8.220,
  "energy_ev": -29921.1169,
  "charge": 0,
  "lumo_ha": -0.04885
}

***

No. 3
{
  "formula": "C5H10Br2Si",
  "method": "wB97M-V/def2-TZVPD",
  "elements": ["C", "C", "C", "C", "C", "Si", "Br", "Br", "H", "H", "H", "H", "H", "H", "H", "H", "H", "H"],
  "positions_angstrom": [[-1.50, 2.52, 0.10], [-0.98, 1.46, -0.02], [1.96, 0.97, 0.86], [-0.31, -1.08, 1.41], [0.73, -0.44, -1.68], [0.38, 0.15, 0.11], [-2.41, 4.13, 0.15], [-3.75, -2.88, -1.46], [-2.36, -2.92, -1.26], [2.69, 1.01, 0.01], [1.79, 1.98, 1.09], [2.42, 0.36, 1.78], [-1.27, -1.25, 1.05], [0.28, -2.07, 1.39], [-0.39, -0.71, 2.47], [-0.09, -0.10, -2.29], [1.65, 0.22, -1.76], [1.15, -1.37, -1.96]],
  "multiplicity": 1,
  "homo_ev": -9.765,
  "energy_ev": -153307.9329,
  "charge": 0,
  "lumo_ha": 0.02203
}

***

No. 4
{
  "formula": "C3H6Si",
  "method": "wB97M-V/def2-TZVPD",
  "elements": ["C", "C", "C", "Si", "H", "H", "H", "H", "H", "H"],
  "positions_angstrom": [[-0.68, 0.53, -2.45], [-0.83, 0.31, -1.29], [-0.93, -0.28, 0.01], [0.83, -0.05, 0.80], [-0.45, 0.93, -3.43], [-1.38, -1.23, -0.32], [-1.52, 0.41, 0.58], [1.57, 1.08, 0.37], [1.54, -1.30, 0.61], [0.65, 0.27, 2.22]],
  "multiplicity": 1,
  "homo_ev": -9.549,
  "energy_ev": -11082.8668,
  "charge": 0,
  "lumo_ha": 0.03796
}

***

No. 5
{
  "formula": "CHF3NiO3S",
  "method": "wB97M-V/def2-TZVPD",
  "elements": ["S", "O", "O", "C", "F", "F", "Ni", "O", "H", "F"],
  "positions_angstrom": [[1.06, -0.75, 0.74], [1.44, 0.51, 1.49], [-0.13, -1.60, 1.27], [0.14, -0.03, -0.76], [1.02, 0.71, -1.56], [0.01, -1.17, -1.59], [-0.35, -2.53, 2.86], [-1.02, 0.54, -0.39], [-1.21, 1.68, -0.84], [-0.96, 2.64, -1.21]],
  "s_squared": 2.0101,
  "multiplicity": 3,
  "homo_ev": [0.740, -0.726],
  "energy_ev": -67224.7310,
  "charge": -2,
  "lumo_ha": [0.22983, 0.22519]
}

***

No. 6
{
  "formula": "FH2IP2",
  "method": "wB97M-V/def2-TZVPD",
  "elements": ["F", "P", "P", "I", "H", "H"],
  "positions_angstrom": [[-0.41, -0.07, -3.34], [0.76, -0.35, -2.25], [-0.26, 0.11, -0.51], [1.72, -0.15, 0.84], [-0.81, 0.05, 2.28], [-1.00, 0.40, 2.97]],
  "s_squared": 2.0072,
  "multiplicity": 3,
  "homo_ev": [-7.381, -9.605],
  "energy_ev": -29425.7358,
  "charge": 0,
  "lumo_ha": [-0.02200, -0.11157]
}

***

No. 7
{
  "formula": "C20H47FN3Nb",
  "method": "wB97M-V/def2-TZVPD",
  "elements": ["C", "C", "C", "C", "C", "Nb", "N", "N", "C", "C", "F", "C", "C", "C", "C", "C", "C", "C", "C", "C", "C", "C", "C", "C", "H", "H", "H", "H", "H", "H", "H", "H", "H", "H", "H", "H", "H", "H", "H", "H", "H", "H", "H", "H", "H", "H", "H", "H", "H", "H", "H", "H", "H", "H", "H", "H", "H", "H", "H", "H", "H", "H", "H", "H", "H", "H", "H", "N", "H", "H", "H", "H"],
  "positions_angstrom": [[3.42, 5.02, 1.26], [3.86, 3.98, 1.64], [4.35, 2.67, 2.09], [4.68, 1.70, 0.94], [3.46, 1.01, 0.33], [3.91, -0.55, -1.33], [1.99, -1.25, -1.77], [3.59, 1.03, -2.69], [4.91, -2.10, -2.72], [6.01, -1.52, -3.55], [6.57, -2.48, -4.46], [4.37, -1.79, 0.50], [3.32, -2.88, 0.82], [2.36, -2.40, 1.92], [0.98, -3.05, 1.94], [0.17, -2.84, 0.66], [-0.14, -1.37, 0.38], [-1.20, -0.76, 1.31], [-2.55, -0.59, 0.62], [-3.63, 0.03, 1.53], [-4.37, 1.20, 0.88], [-5.58, 0.78, 0.02], [-5.68, 1.49, -1.34], [-7.08, 1.99, -1.71], [3.07, 5.98, 0.94], [3.60, 2.21, 2.74], [5.24, 2.86, 2.71], [5.23, 2.25, 0.17], [5.37, 0.94, 1.33], [2.78, 1.77, -0.05], [2.97, 0.45, 1.14], [5.64, 0.09, -1.35], [1.58, -0.75, -2.56], [1.93, -2.23, -2.02], [2.61, 1.33, -2.65], [4.12, 1.86, -2.46], [5.30, -2.92, -2.11], [4.10, -2.46, -3.37], [5.66, -0.70, -4.17], [6.85, -1.18, -2.94], [4.45, -1.14, 1.38], [5.36, -2.24, 0.34], [3.82, -3.78, 1.19], [2.77, -3.20, -0.07], [2.85, -2.62, 2.88], [2.25, -1.32, 1.86], [0.42, -2.60, 2.78], [1.06, -4.12, 2.17], [-0.76, -3.42, 0.72], [0.72, -3.24, -0.19], [0.79, -0.80, 0.44], [-0.47, -1.26, -0.66], [-0.87, 0.24, 1.62], [-1.32, -1.36, 2.22], [-2.88, -1.57, 0.24], [-2.39, 0.06, -0.24], [-4.36, -0.74, 1.81], [-3.15, 0.38, 2.45], [-3.67, 1.75, 0.25], [-4.70, 1.89, 1.66], [-6.51, 0.96, 0.59], [-5.54, -0.30, -0.13], [-5.35, 0.78, -2.11], [-4.98, 2.32, -1.37], [-7.07, 3.00, -2.13], [-7.69, 2.00, -0.80], [-7.58, 1.33, -2.43], [-9.80, 2.44, 0.59], [-10.66, 2.68, 1.09], [-8.99, 2.84, 1.07], [-9.69, 1.43, 0.54], [-9.83, 2.82, -0.37]],
  "multiplicity": 1,
  "homo_ev": -5.566,
  "energy_ev": -30231.2739,
  "charge": 0,
  "lumo_ha": -0.12220
}